ORCA calculation (ωB97M-V/def2-TZVPD) on a molecular structure, C43H38BMoN7Te4.

```
! RIJCOSX wB97M-V def2-TZVPD def2/J DEFGRID3
* xyz 2 1
Mo 0.48 0.06 -0.38
C -0.93 4.14 3.10
C -1.13 2.81 2.48
C -2.10 1.87 2.77
C -1.90 0.82 1.87
N -0.81 1.07 1.10
N -0.38 2.32 1.48
B 0.75 3.06 0.75
N 0.34 3.04 -0.74
N 0.04 1.84 -1.29
C -0.41 2.06 -2.54
C -0.40 3.43 -2.78
C 0.07 4.02 -1.61
C 0.26 5.46 -1.31
C -0.78 0.92 -3.36
C -0.96 -0.33 -2.76
C -1.32 -1.43 -3.51
C -1.51 -1.31 -4.87
C -1.34 -0.07 -5.49
C -0.98 1.04 -4.74
N 2.02 2.22 0.95
N 1.95 0.88 0.78
C 3.12 0.35 1.20
C 3.95 1.38 1.63
C 3.21 2.55 1.47
C 3.62 3.95 1.77
C 3.36 -1.09 1.15
C 4.64 -1.60 1.38
C 4.86 -2.97 1.34
C 3.82 -3.83 1.05
C 2.55 -3.33 0.80
C 2.32 -1.97 0.88
C -2.90 -0.24 1.70
C -3.50 -0.44 0.46
C -4.60 -1.28 0.35
C -5.10 -1.92 1.47
C -4.51 -1.72 2.71
C -3.42 -0.87 2.83
H -1.66 4.29 3.89
H 0.07 4.23 3.53
H -1.05 4.94 2.36
H -2.90 1.95 3.48
H 0.89 4.16 1.14
H -0.70 3.94 -3.68
H 0.09 6.05 -2.21
H -0.45 5.79 -0.55
H 1.27 5.66 -0.94
H -0.89 -0.42 -1.66
H -1.47 -2.39 -3.03
H -1.80 -2.17 -5.46
H -1.49 0.03 -6.55
H -0.84 2.00 -5.21
H 4.94 1.31 2.03
H 4.66 3.97 2.08
H 3.50 4.59 0.90
H 3.02 4.36 2.58
H 5.45 -0.92 1.59
H 5.85 -3.36 1.55
H 3.98 -4.90 1.01
H 1.76 -4.02 0.54
H 1.30 -1.53 0.75
H -3.16 0.13 -0.40
H -5.08 -1.41 -0.62
H -5.96 -2.57 1.38
H -4.92 -2.20 3.59
H -2.98 -0.68 3.80
Te -0.47 -3.54 2.44
Te -2.31 -5.56 2.43
Te -2.74 -5.17 -0.24
Te -0.84 -3.15 -0.23
N 1.67 -0.45 -1.63
C 2.66 -0.46 -2.45
C 2.91 0.77 -3.23
C 3.03 2.00 -2.57
C 3.22 3.16 -3.31
C 3.27 3.10 -4.69
C 3.17 1.88 -5.35
C 3.00 0.71 -4.62
C 3.55 -1.61 -2.65
C 3.09 -2.92 -2.55
C 3.97 -3.97 -2.71
C 5.31 -3.73 -2.94
C 5.78 -2.43 -3.04
C 4.91 -1.37 -2.91
H 3.03 2.03 -1.49
H 3.33 4.11 -2.80
H 3.42 4.01 -5.26
H 3.22 1.84 -6.43
H 2.91 -0.24 -5.12
H 2.03 -3.09 -2.39
H 3.60 -4.99 -2.66
H 6.00 -4.56 -3.05
H 6.83 -2.24 -3.23
H 5.27 -0.35 -2.99
*
```

LUMO energy (spin up / spin down): -7.50 / -7.50 eV
Energy relative to the best compared isomer or geometry (same formula, charge and spin): 206.4 kJ/mol
E_HOMO (spin up / spin down): -11.32 / -11.32 eV

ORCA calculation (ωB97M-V/def2-TZVPD) on a molecular structure, C3H3NO2.

```
! RIJCOSX wB97M-V def2-TZVPD def2/J DEFGRID3
* xyz 0 1
C -0.07 -0.94 0.23
C 0.77 -0.95 -0.77
C 0.20 0.35 -0.53
N 1.32 -1.84 -2.38
O 0.78 -1.27 -3.23
O 1.93 -2.81 -2.22
H -0.38 -1.18 1.22
H -0.64 0.63 -1.15
H 0.69 1.14 -0.08
*
```

LUMO energy: 0.01 eV
Energy relative to the best compared isomer or geometry (same formula, charge and spin): 799.3 kJ/mol
E_HOMO: -9.63 eV

ORCA calculation (ωB97M-V/def2-TZVPD) on a molecular structure, C10H22ClIO3PTb.

```
! RIJCOSX wB97M-V def2-TZVPD def2/J DEFGRID3
* xyz 2 7
C -0.32 -2.18 -0.93
C 1.05 -1.64 -1.05
H -0.38 -3.26 -1.14
H -1.05 -1.67 -1.55
H -0.65 -2.07 0.10
O 2.01 -2.29 -1.44
I 1.13 3.04 0.30
Tb -1.02 0.86 0.59
P -0.03 0.47 -2.39
C 1.65 0.95 -2.85
C -0.51 -0.58 -3.78
H -2.06 1.80 -2.43
H -0.93 2.07 -3.81
H -0.58 2.82 -2.20
C -1.01 1.96 -2.72
H -1.56 -0.90 -3.69
H -0.40 0.03 -4.69
H 1.59 1.22 -3.92
H 2.33 0.08 -2.71
H 0.13 -1.47 -3.89
H 1.97 1.81 -2.24
C 1.49 -0.32 -0.03
O 2.64 0.02 0.06
Cl -3.38 0.27 0.04
C -1.48 -1.49 4.33
C -1.60 -0.33 3.38
O -0.51 -0.27 2.40
C 0.80 -0.58 3.00
C 1.28 0.51 3.89
H -1.17 -2.43 3.89
H -2.47 -1.64 4.74
H -0.78 -1.27 5.15
H -2.53 -0.44 2.80
H -1.62 0.60 3.96
H 0.65 -1.53 3.51
H 1.45 -0.80 2.18
H 0.49 0.74 4.63
H 2.22 0.15 4.34
H 1.50 1.43 3.32
*
```

LUMO energy (spin up / spin down): -11.16 / -10.61 eV
Energy relative to the best compared isomer or geometry (same formula, charge and spin): 75.5 kJ/mol
E_HOMO (spin up / spin down): -15.74 / -16.16 eV

ORCA calculation (ωB97M-V/def2-TZVPD) on a single C6H15N molecule.

```
! RIJCOSX wB97M-V def2-TZVPD def2/J DEFGRID3
* xyz 0 1
C 2.48 1.68 -0.69
C 1.08 1.77 -1.36
C -0.14 1.08 -0.75
C 0.14 0.11 0.42
C -1.10 -0.47 1.16
N -2.10 -1.35 0.59
C -1.80 -2.75 0.87
H 2.94 0.72 -0.94
H 2.50 1.80 0.39
H 3.09 2.54 -1.01
H 0.79 2.82 -1.56
H 1.32 1.24 -2.29
H -0.90 1.77 -0.42
H -0.58 0.50 -1.56
H 0.80 0.49 1.22
H 0.77 -0.72 0.03
H -1.63 0.43 1.51
H -0.56 -0.93 1.99
H -1.92 -1.19 -0.42
H -0.83 -3.11 0.47
H -1.91 -2.90 1.96
H -2.42 -3.52 0.38
*
```

LUMO energy: 1.05 eV
Energy relative to the best compared isomer or geometry (same formula, charge and spin): 154.8 kJ/mol
SMILES string: CCCCCNC
E_HOMO: -8.98 eV

ORCA calculation (ωB97M-V/def2-TZVPD) on 2 unconnected molecules or ions with the total composition C8H9BO4.

```
! RIJCOSX wB97M-V def2-TZVPD def2/J DEFGRID3
* xyz 0 1
B 1.07 -2.20 0.27
C -3.64 -0.23 -0.53
C 1.54 -0.87 0.79
C -2.45 0.42 0.01
C 1.96 0.20 1.18
C -4.64 -0.66 0.16
C -2.29 0.64 1.30
C -1.32 0.55 -0.97
C 2.13 1.65 1.48
O -5.55 -1.07 0.78
O -2.14 1.02 2.40
O 1.46 -3.36 0.86
O 0.15 -2.29 -0.73
H -3.68 -0.01 -1.64
H -1.64 1.54 -1.61
H -1.20 -0.30 -1.56
H -0.27 0.75 -0.67
H 1.34 2.13 2.03
H 2.44 2.10 0.59
H 2.95 1.69 2.10
H 0.82 -3.99 0.91
H -0.12 -3.11 -0.99
*
```

LUMO energy: 0.28 eV
Energy relative to the best compared isomer or geometry (same formula, charge and spin): 253.1 kJ/mol
E_HOMO: -7.78 eV

ORCA calculation (ωB97M-V/def2-TZVPD) on 4 unconnected molecules or ions with the total composition C5H19FN7O3P.

```
! RIJCOSX wB97M-V def2-TZVPD def2/J DEFGRID3
* xyz 0 1
C 5.11 -1.55 -0.19
N 4.28 -0.41 -0.75
C 2.92 -0.29 -0.09
P 1.75 -1.78 -0.37
F 0.24 -1.34 0.41
H 4.52 -2.52 0.07
H 5.89 -1.84 -1.05
H 5.77 -1.25 0.75
H 4.23 -0.41 -1.79
H 2.38 0.70 -0.46
H 3.05 -0.20 1.10
H 1.42 -1.97 -1.76
C -2.26 1.14 0.20
O -1.33 1.68 -0.36
N -2.21 -0.14 0.63
N -3.43 1.76 0.43
H -2.97 -0.60 1.09
H -1.35 -0.64 0.47
H -3.52 2.72 0.12
H -4.22 1.32 0.89
C -1.62 5.36 -0.25
O -2.81 5.30 0.02
N -0.85 4.27 -0.41
N -0.97 6.53 -0.41
H 0.13 4.30 -0.63
H -1.30 3.37 -0.30
H -1.52 7.37 -0.30
H 0.00 6.60 -0.63
C -1.12 -4.61 0.03
O -0.42 -4.45 -0.95
N -2.12 -5.51 0.07
N -0.96 -3.91 1.17
H -2.71 -5.67 0.87
H -2.28 -6.06 -0.77
H -0.22 -3.22 1.18
H -1.52 -4.04 1.99
*
```

LUMO energy: 0.47 eV
SMILES string: NC(N)=O.NC(N)=O.NC(N)=O.CNCPF
E_HOMO: -8.54 eV

Computed max |F| (Eh/bohr) in order:
0.0263 0.1294 0.1540 0.0433 0.0865 0.0537
Computed E (hartree) in order:
-3209.4248 -321.0732 -2543.0079 -292.3101 -635.9930 -1252.2036